Formula: C29H26N3O3RhS2
Source: the OMol25 dataset
Level of theory: the ωB97M-V functional and the def2-TZVPD basis

Positions of all 64 atoms, in Å:
Rh1 0.1511 -0.1955 0.8044
C1 4.3807 0.0023 1.1458
C2 2.9509 0.1275 1.5625
O1 2.1166 -0.0268 0.6205
C3 2.5732 0.4324 2.9032
C4 3.5561 0.3835 3.9272
C5 3.2554 0.7160 5.2168
C6 1.9510 1.1434 5.5202
C7 0.9786 1.2208 4.5573
C8 1.2573 0.8593 3.2239
O2 0.2612 0.9849 2.3713
H1 4.4396 -0.1442 0.0718
H2 4.8392 -0.8519 1.6490
H3 4.9449 0.8898 1.4322
H4 4.5603 0.0688 3.6781
H5 4.0067 0.6632 5.9916
H6 1.7073 1.4209 6.5384
H7 -0.0189 1.5678 4.7903
C9 -4.1472 -0.2231 1.3293
C10 -2.7473 -0.6702 1.5907
O3 -1.8776 -0.2297 0.8119
C11 -2.4504 -1.6011 2.6847
C12 -1.1358 -1.9615 3.0007
C13 -0.8432 -2.8356 4.0206
C14 -1.8954 -3.3790 4.7550
C15 -3.2081 -3.0421 4.4648
C16 -3.4890 -2.1551 3.4375
H8 -4.1649 0.4493 0.4772
H9 -4.5380 0.2891 2.2111
H10 -4.7968 -1.0788 1.1395
H11 -0.3328 -1.4980 2.4406
H12 0.1806 -3.0949 4.2537
H13 -1.6847 -4.0669 5.5634
H14 -4.0165 -3.4690 5.0423
H15 -4.5183 -1.9023 3.2245
S1 0.8746 2.2679 -2.7666
C17 0.6199 0.9261 -1.7790
N1 0.0958 1.1818 -0.6046
C18 -0.1224 2.5559 -0.4062
C19 -0.6942 3.1818 0.7014
C20 -0.8277 4.5523 0.6617
C21 -0.4216 5.3015 -0.4517
C22 0.1176 4.6888 -1.5596
C23 0.2593 3.3024 -1.5225
H16 0.8739 -0.0745 -2.0907
H17 -1.0174 2.6150 1.5594
H18 -1.2613 5.0644 1.5102
H19 -0.5453 6.3760 -0.4441
H20 0.4139 5.2589 -2.4297
N2 -1.1755 -6.2705 -2.4658
C24 -0.2498 -5.9707 -1.5395
S2 0.6371 -7.0854 -0.7396
C25 -0.0971 -4.5013 -1.2374
C26 1.0363 -4.0519 -0.5615
C27 1.1564 -2.7236 -0.2311
N3 0.2042 -1.8133 -0.5224
C28 -0.8770 -2.2330 -1.1964
C29 -1.0536 -3.5468 -1.5787
H21 -1.3114 -7.2414 -2.7010
H22 -1.6338 -5.5843 -3.0377
H23 1.8165 -4.7534 -0.3026
H24 2.0406 -2.3525 0.2676
H25 -1.6141 -1.4776 -1.4373
H26 -1.9628 -3.7972 -2.1066

Calculated values
LUMO   -7.108 eV
Max |F|   0.65 eV Å⁻¹
Relative energy (zero: lowest compared OMol25 entry of this formula, charge and spin)   6.6 kcal per mole
Charge   +2
M   631.6 g mol⁻¹
Gap between HOMO and LUMO   6.152 eV

Charges obtained by Löwdin population analysis, quoted in units of e: Rh 1.26; C 0.02; C -0.30; O -0.12; C -0.10; C -0.01; C -0.05; C -0.03; C 0.01; C -0.30; O -0.20; H 0.10; H 0.11; H 0.11; H 0.12; H 0.12; H 0.12; H 0.13; C 0.03; C -0.30; O -0.09; C -0.14; C -0.02; C -0.03; C -0.02; C -0.03; C 0.01; H 0.10; H 0.12; H 0.11; H 0.06; H 0.12; H 0.13; H 0.12; H 0.12; S 1.19; C -0.42; N -0.08; C -0.26; C 0.00; C -0.04; C -0.04; C -0.06; C -0.44; H 0.09; H 0.10; H 0.12; H 0.12; H 0.12; N 0.10; C -0.82; S 0.77; C -0.18; C -0.01; C -0.08; N -0.08; C -0.09; C 0.02; H 0.11; H 0.10; H 0.09; H 0.11; H 0.12; H 0.12

=====

Formula: C29H26N7O4PPdS2
Source: the OMol25 dataset
Level of theory: the ωB97M-V functional and the def2-TZVPD basis

Positions of all 70 atoms, in Å:
Pd1 -1.0497 -0.2621 0.0214
C1 -2.2038 1.9926 -2.0249
C2 -2.9969 2.0875 -0.7709
N1 -2.7975 1.4010 0.3330
C3 -3.7807 1.8148 1.2157
C4 -4.5767 2.7686 0.6172
N2 -4.0575 2.9185 -0.6316
C5 -5.7823 3.6090 0.9711
O1 -6.2687 3.4476 2.1247
O2 -6.1731 4.3773 0.0782
C6 -3.8966 1.2592 2.5883
O3 -4.9048 1.7082 3.3168
O4 -3.1136 0.4488 3.0286
H1 -1.4512 1.2084 -1.8943
H2 -1.7132 2.9441 -2.2478
H3 -2.8424 1.7299 -2.8714
H4 -4.4656 3.5637 -1.2895
H5 -5.4826 2.4140 2.8301
C7 -0.2385 1.9723 2.6292
C8 0.9075 1.2340 2.0416
N3 0.8182 0.1620 1.2985
C9 2.1068 -0.1771 0.9317
C10 2.9854 0.7161 1.4488
N4 2.2192 1.6228 2.1696
C11 2.6549 2.8980 2.6265
N5 3.0112 3.7707 1.5081
N6 3.8690 4.7772 1.7389
N7 4.0183 5.4741 0.6719
C12 3.2375 4.9143 -0.3130
C13 3.0789 5.2823 -1.6555
C14 2.2555 4.5006 -2.4243
C15 1.5964 3.3716 -1.8842
C16 1.7290 2.9990 -0.5701
C17 2.5713 3.8066 0.2147
H6 -1.1367 1.3718 2.4772
H7 -0.3868 2.9402 2.1408
H8 -0.1100 2.1396 3.7019
H9 2.2983 -1.0189 0.2845
H10 4.0548 0.8127 1.3706
H11 3.5481 2.8245 3.2456
H12 1.8534 3.3502 3.2079
H13 3.5991 6.1421 -2.0563
H14 2.1087 4.7400 -3.4698
H15 0.9741 2.7638 -2.5273
H16 1.2178 2.1194 -0.1998
S1 2.0629 -1.9876 -2.4246
P1 0.4176 -2.8145 -1.6668
S2 -1.3423 -1.8714 -1.7105
C18 0.7937 -3.4113 0.0353
C19 2.0374 -3.9884 0.2854
C20 2.3561 -4.4517 1.5530
C21 1.4321 -4.3352 2.5865
C22 0.1927 -3.7645 2.3407
C23 -0.1289 -3.3064 1.0676
C24 0.1556 -4.4580 -2.4834
C25 -0.9489 -5.2261 -2.1149
C26 -1.1762 -6.4627 -2.6973
C27 -0.3056 -6.9480 -3.6676
C28 0.7912 -6.1879 -4.0435
C29 1.0218 -4.9506 -3.4503
H17 2.7627 -4.0439 -0.5179
H18 3.3302 -4.8898 1.7397
H19 1.6857 -4.6780 3.5835
H20 -0.5264 -3.6507 3.1429
H21 -1.0804 -2.8208 0.8767
H22 -1.6372 -4.8322 -1.3762
H23 -2.0388 -7.0482 -2.4005
H24 -0.4867 -7.9127 -4.1283
H25 1.4724 -6.5569 -4.8023
H26 1.8749 -4.3436 -3.7295

Calculated values
LUMO   4.251 eV
Max |F|   0.26 eV Å⁻¹
Relative energy (zero: lowest compared OMol25 entry of this formula, charge and spin)   0.0 kcal per mole
Charge   -2
M   738.1 g mol⁻¹
Gap between HOMO and LUMO   5.159 eV

Charges obtained by Löwdin population analysis, quoted in units of e: Pd 0.06; C -0.04; C -0.37; N 0.11; C -0.13; C -0.09; N 0.15; C -0.62; O -0.03; O -0.03; C -0.52; O 0.08; O 0.05; H 0.02; H 0.07; H 0.08; H 0.15; H 0.04; C -0.01; C -0.37; N 0.04; C -0.12; C -0.07; N -0.05; C -0.08; N -0.05; N 0.02; N 0.05; C -0.25; C -0.04; C -0.09; C -0.06; C 0.02; C -0.14; H 0.04; H 0.09; H 0.08; H 0.05; H 0.11; H 0.13; H 0.13; H 0.10; H 0.10; H 0.11; H 0.09; S 0.10; P 0.00; S 0.18; C -0.40; C -0.13; C -0.11; C -0.12; C -0.09; C -0.12; C -0.37; C -0.11; C -0.11; C -0.13; C -0.11; C -0.12; H 0.08; H 0.09; H 0.09; H 0.10; H 0.05; H 0.09; H 0.09; H 0.09; H 0.09; H 0.05

=====

Formula: C29H27AuF3N2O5PS4
Source: the OMol25 dataset
Level of theory: the ωB97M-V functional and the def2-TZVPD basis

Positions of all 72 atoms, in Å:
Au1 0.9730 -1.3628 1.0777
F1 4.1911 0.7801 4.7711
C1 3.9199 -0.4466 5.2523
F2 4.8256 -1.2930 4.7370
F3 4.1177 -0.4067 6.5837
C2 2.5167 -0.8668 4.9327
C3 1.6205 -1.1558 5.9435
C4 0.3242 -1.5513 5.6350
C5 -0.0299 -1.6430 4.3092
N1 0.8306 -1.3485 3.3294
C6 2.0944 -0.9837 3.6012
S1 3.0289 -0.6878 2.1749
H1 1.9380 -1.0679 6.9732
H2 -0.3863 -1.7954 6.4111
H3 -1.0206 -1.9526 3.9969
O1 -2.1390 -3.3734 1.2244
C7 -2.0426 -2.1656 1.1515
O2 -1.0952 -1.4937 0.5311
C8 -3.1262 -1.3005 1.7709
C9 -2.8005 -0.2534 2.6276
C10 -3.7955 0.5146 3.2074
C11 -5.1159 0.2300 2.9041
C12 -5.4617 -0.7867 2.0327
C13 -4.4579 -1.5625 1.4754
N2 -6.1835 1.0351 3.5318
O3 -7.3357 0.6846 3.3603
O4 -5.8503 2.0068 4.1883
H4 -1.7628 -0.0467 2.8490
H5 -3.5718 1.3174 3.8944
H6 -6.5054 -0.9651 1.8157
H7 -4.7033 -2.3827 0.8122
S2 -1.1859 -1.8330 -2.6634
P1 0.7062 -1.1753 -2.7204
S3 1.9683 -1.4604 -1.1233
C14 1.4243 -2.3542 -3.9431
C15 1.2254 -2.1144 -5.3054
C16 1.7069 -3.0049 -6.2527
C17 2.3852 -4.1483 -5.8519
C18 2.5668 -4.4037 -4.5010
C19 2.0851 -3.5164 -3.5475
C20 1.0083 0.3996 -3.5731
C21 2.2889 0.9387 -3.5729
C22 2.5459 2.0855 -4.3137
C23 1.5346 2.6773 -5.0584
C24 0.2545 2.1362 -5.0488
C25 -0.0132 0.9983 -4.3003
H8 0.6916 -1.2318 -5.6299
H9 1.5442 -2.8085 -7.3052
H10 2.7680 -4.8437 -6.5900
H11 3.0785 -5.3035 -4.1800
H12 2.2308 -3.7271 -2.4971
H13 3.0778 0.4653 -2.9989
H14 3.5429 2.5126 -4.3123
H15 1.7474 3.5611 -5.6477
H16 -0.5373 2.5992 -5.6255
H17 -1.0078 0.5689 -4.2665
C26 -1.2451 4.0423 -0.4760
C27 -1.7464 2.9085 0.4025
S4 -0.5633 1.5459 0.5884
O5 -0.1896 1.1953 -0.8151
C28 0.8748 2.4975 1.2384
C29 1.9146 2.7509 0.1557
H18 -2.0743 4.6968 -0.7460
H19 -0.8231 3.6368 -1.3974
H20 -0.4874 4.6442 0.0254
H21 -2.6181 2.4220 -0.0420
H22 -2.0068 3.2289 1.4163
H23 1.2919 1.8743 2.0319
H24 0.4987 3.4238 1.6790
H25 2.2876 1.8074 -0.2443
H26 2.7546 3.3076 0.5787
H27 1.4977 3.3239 -0.6717

Calculated values
LUMO   -3.078 eV
Max |F|   3.50 eV Å⁻¹
Relative energy (zero: lowest compared OMol25 entry of this formula, charge and spin)   42.4 kcal per mole
Charge   0
M   896.7 g mol⁻¹
Gap between HOMO and LUMO   4.489 eV

Charges obtained by Löwdin population analysis, quoted in units of e: Au 0.80; F 0.14; C -0.60; F 0.14; F 0.14; C -0.11; C 0.03; C -0.02; C -0.09; N -0.06; C -0.66; S 0.72; H 0.13; H 0.12; H 0.12; O 0.09; C -0.60; O -0.27; C -0.12; C -0.05; C 0.01; C -0.14; C 0.02; C 0.01; N -0.35; O 0.08; O 0.07; H 0.08; H 0.12; H 0.12; H 0.13; S 0.24; P 0.17; S 0.36; C -0.40; C -0.09; C -0.08; C -0.09; C -0.08; C -0.12; C -0.41; C -0.10; C -0.08; C -0.08; C -0.07; C -0.10; H 0.10; H 0.10; H 0.10; H 0.10; H 0.06; H 0.09; H 0.10; H 0.10; H 0.10; H 0.08; C -0.13; C -0.38; S 0.86; O -0.57; C -0.38; C -0.13; H 0.08; H 0.07; H 0.07; H 0.09; H 0.09; H 0.04; H 0.08; H 0.05; H 0.08; H 0.07

=====

| no. | E_HOMO (eV) | energy (eV) |
| --- | --- | --- |
| 1 | -13.2601 | -65773.3425 |
| 2 | -0.9083 | -83560.3493 |
| 3 | -7.5668 | -108200.8966 |